Arrangement one

Formula: C4H3N3O
Source: OMol25
Level of theory: ωB97M-V with the def2-TZVPD basis set

Properties
**Kohn-Sham gap**: 8.5 eV
**HOMO level**: -9.97 eV
**SMILES string**: O=c1ccnnnc1

Last column: Mulliken charge in e.
Element x y z (Å)
1 O -2.03007 -1.17109 -0.18115  -0.521
2 N 1.56934 -0.13117 0.88255  -0.086
3 N -0.16095 1.51162 1.32765  -0.183
4 N 0.70767 0.46612 1.70782  -0.234
5 C -1.07629 -0.35787 -0.24337  0.329
6 C -1.00814 0.96820 0.54959  0.000
7 C 0.14295 -0.60845 -1.04420  -0.227
8 C 1.35036 -0.23542 -0.55915  -0.166
9 H 0.25068 -1.12651 -1.91407  0.463
10 H 2.26541 -0.90381 -0.93298  0.300
11 H -2.01095 1.58839 0.40730  0.325

***

Arrangement two

Formula: C4H3N3O
Source: OMol25
Level of theory: ωB97M-V with the def2-TZVPD basis set

Properties
**Kohn-Sham gap**: 8.6 eV
**HOMO level**: -9.55 eV

Last column: Mulliken charge in e.
Element x y z (Å)
1 O -1.65669 -0.33442 -1.42416  -0.473
2 N -3.18944 0.21010 0.67120  0.716
3 N -6.68177 -0.24589 0.07651  -0.361
4 N -1.98641 0.16397 0.81610  -1.068
5 C -1.15792 -0.11141 -0.39081  0.603
6 C 0.18910 -0.20131 0.29786  -0.776
7 C -4.19950 0.11238 0.05967  0.391
8 C -5.55422 0.02905 0.00792  0.122
9 H 0.70854 0.49585 -0.31961  0.271
10 H -0.00377 0.16370 1.30568  0.314
11 H 0.64271 -1.20974 0.17016  0.261

***

Relative energies in hartree: arrangement one 0.0509; arrangement two 0.0000

***

Arrangement one

Formula: C12H17N
Source: OMol25
Level of theory: ωB97M-V with the def2-TZVPD basis set

Properties
**Kohn-Sham gap**: 8.9 eV
**HOMO level**: -7.95 eV
**SMILES string**: Cc1c[nH]c2ccccc12.CCC

Last column: Mulliken charge in e.
Element x y z (Å)
1 N -0.24164 -1.83381 0.57871  -0.136
2 C 1.03419 -0.43830 -2.53533  -0.230
3 C 1.43771 0.68858 2.69886  -1.412
4 C 1.91424 0.75588 -0.71297  -0.229
5 C -3.59541 1.03824 -0.80083  -1.402
6 C 0.30229 -1.23602 -1.70939  -0.586
7 C 1.37600 -0.10661 0.21805  0.244
8 C -2.44203 0.45721 0.09845  0.279
9 C 1.96188 0.50663 -2.07272  -1.069
10 C -1.64036 1.61094 0.49942  -0.777
11 C 0.15945 -1.16886 1.89939  -0.786
12 C 0.56774 -1.18733 -0.37515  0.295
13 C 1.05777 -0.13748 1.59427  0.883
14 H -0.45595 -1.93937 -2.19279  0.286
15 H 2.46920 1.67489 -0.33779  0.253
16 H 2.60095 1.03724 -2.70898  0.475
17 H 1.01201 -0.56203 -3.62092  0.361
18 H -0.90973 1.47498 1.36825  0.036
19 H -2.79292 -0.05925 0.97171  0.261
20 H -1.11527 2.09475 -0.42094  0.178
21 H -4.08377 1.81900 -0.26235  0.372
22 H -2.35069 2.47857 0.83589  0.364
23 H -0.39853 -2.79801 0.68418  0.259
24 H -3.19018 1.49588 -1.69563  0.340
25 H 1.78760 1.66768 2.33241  0.325
26 H 0.59134 0.79220 3.37995  0.380
27 H 2.32036 0.37544 3.26234  0.331
28 H -0.37390 -1.45109 2.85669  0.316
29 H -1.83142 -0.31714 -0.30310  -0.005
30 H -4.38847 0.35569 -1.01218  0.395

***

Arrangement two

Formula: C12H17N
Source: OMol25
Level of theory: ωB97M-V with the def2-TZVPD basis set

Properties
**Kohn-Sham gap**: 8.7 eV
**HOMO level**: -7.90 eV
**SMILES string**: Cc1c[nH]c2ccccc12.CCC

Last column: Mulliken charge in e.
Element x y z (Å)
1 N -1.14630 -1.19978 -1.60190  -0.102
2 C -2.36635 2.16367 -0.58158  -0.239
3 C -1.72170 -0.07440 -1.03973  -0.273
4 C -1.81201 -0.29958 0.38828  0.961
5 C -2.68491 1.89941 0.74244  -0.794
6 C -1.42970 -2.30897 1.93099  -1.404
7 C -1.17975 -2.20608 -0.61837  -0.933
8 C 3.06977 1.19370 -0.41223  -0.201
9 C 2.73557 0.60471 0.97833  -0.802
10 C -2.34206 0.63597 1.23738  -0.238
11 C -1.96799 1.20089 -1.52648  -0.794
12 C 3.46321 0.07412 -1.39491  -1.090
13 C -1.56745 -1.73948 0.57702  0.681
14 H -1.86049 1.50811 -2.55676  0.406
15 H 2.54106 -0.37440 -1.79392  0.179
16 H -0.87553 -1.67781 2.62604  0.353
17 H -2.42459 -2.46714 2.35375  0.304
18 H 3.85139 -0.91215 -1.09828  0.367
19 H -0.55882 -1.14763 -2.40983  0.244
20 H 1.65190 0.61237 1.13442  0.091
21 H 3.16285 1.13198 1.82838  0.317
22 H 2.14171 1.55302 -0.86478  0.190
23 H -0.90731 -3.18678 -0.97034  0.443
24 H 3.03352 -0.44330 0.99082  0.259
25 H -0.83447 -3.22020 1.81635  0.371
26 H -2.44994 3.19911 -0.89038  0.374
27 H 3.78597 2.00263 -0.33269  0.372
28 H 3.95753 0.46682 -2.28654  0.315
29 H -2.96457 2.62969 1.47987  0.353
30 H -2.30052 0.38150 2.29464  0.292

***

Arrangement three

Formula: C12H17N
Source: OMol25
Level of theory: ωB97M-V with the def2-TZVPD basis set

Properties
**Kohn-Sham gap**: 8.8 eV
**HOMO level**: -7.84 eV
**SMILES string**: Cc1c[nH]c2ccccc12.CCC

Last column: Mulliken charge in e.
Element x y z (Å)
1 N 1.83234 -0.56068 -2.15864  -0.056
2 C -3.74855 0.01252 0.46116  -1.156
3 C 1.33008 0.00032 1.88360  -0.446
4 C 2.39194 -1.31292 0.17280  -0.565
5 C -2.77326 -1.01460 2.60846  -1.323
6 C 0.95658 0.37511 -2.66337  -0.644
7 C 1.70696 -0.56668 -0.79124  -0.648
8 C -2.49677 -0.30616 1.28657  0.300
9 C 0.84400 0.84703 0.92008  -0.536
10 C 2.15483 -1.07628 1.50467  -0.626
11 C -0.79344 2.03154 -1.76045  -1.250
12 C 0.39537 1.10224 -1.65820  0.293
13 C 0.86597 0.49952 -0.43428  1.373
14 H -1.08622 2.29902 -0.75841  0.287
15 H -1.95311 0.62153 1.47150  0.081
16 H -1.60310 1.54147 -2.30407  0.248
17 H -1.77961 -0.85663 0.68945  0.190
18 H 2.58435 -1.73432 2.24982  0.390
19 H 0.85204 0.58389 -3.71820  0.398
20 H 3.10487 -2.07078 -0.13030  0.328
21 H -3.49169 -0.08914 -0.59944  0.260
22 H -1.83233 -1.41048 2.99122  0.334
23 H -3.41474 -1.88812 2.45280  0.353
24 H -4.59119 -0.66773 0.61451  0.357
25 H 2.23474 -1.29865 -2.70781  0.222
26 H 1.16364 0.15334 2.94274  0.435
27 H -3.27341 -0.35192 3.30790  0.327
28 H 0.38068 1.76652 1.24746  0.413
29 H -4.09714 1.04270 0.54408  0.290
30 H -0.56022 2.95678 -2.28536  0.370

***

Arrangement four

Formula: C12H17N
Source: OMol25
Level of theory: ωB97M-V with the def2-TZVPD basis set

Properties
**Kohn-Sham gap**: 8.8 eV
**HOMO level**: -7.85 eV
**SMILES string**: Cc1c[nH]c2ccccc12.CCC

Last column: Mulliken charge in e.
Element x y z (Å)
1 N -0.60139 -1.66608 -1.93653  -0.071
2 C -1.12222 -0.40574 -2.17814  -0.899
3 C 0.04673 -1.29297 2.12166  -0.599
4 C -0.79251 -0.48527 1.39235  -0.317
5 C 1.28201 2.04505 0.69963  1.226
6 C 2.28613 1.58411 -0.36868  -1.415
7 C 0.36377 -2.69879 0.15827  -0.780
8 C -0.41969 -1.80144 -0.56817  -0.430
9 C -1.96299 1.61784 -0.77398  -1.194
10 C 1.45800 3.57923 0.86975  -1.196
11 C -0.91444 -0.63203 0.00963  1.316
12 C 0.61783 -2.40929 1.47812  -0.476
13 C -1.38210 0.26041 -1.02149  0.522
14 H 0.78539 -3.57525 -0.30702  0.397
15 H -1.10760 -0.04714 -3.19551  0.406
16 H -1.37020 0.32039 1.83171  0.350
17 H -1.35995 2.06851 0.00751  0.322
18 H 0.22064 -1.09674 3.16996  0.428
19 H 1.35178 -2.94383 2.06933  0.358
20 H -2.00547 2.20323 -1.68587  0.310
21 H 2.04665 0.63283 -0.85560  0.280
22 H 0.29410 1.84967 0.31239  -1.090
23 H 2.36435 2.31130 -1.18243  0.390
24 H 0.47953 4.05669 0.91548  0.338
25 H -2.94903 1.56052 -0.32932  0.332
26 H -0.62646 -2.39787 -2.62137  0.217
27 H 1.61127 1.57301 1.61694  0.271
28 H 1.81985 3.80469 1.88715  0.287
29 H 2.24454 4.05424 0.29326  0.349
30 H 3.32123 1.46642 -0.03182  0.368

***

Relative energies in hartree: arrangement one 0.0610; arrangement two 0.0315; arrangement three 0.0000; arrangement four 0.0177